# 1
An isolated molecule of C5H8N2. Source: OMol25; level of theory: the ωB97M-V functional and the def2-TZVPD basis.

The geometry in XYZ format:
```
15
Properties=species:S:1:pos:R:3:forces:R:3
C -1.32601 0.30882 0.90086 -0.12 0.03 0.14
C -0.95516 -0.49177 -1.42241 0.29 -0.24 -0.01
N -0.24807 0.04119 -0.08420 0.05 0.05 -0.03
C 0.78965 -0.82385 0.41673 0.25 -0.03 0.03
C 1.95425 -0.16962 0.32835 -0.09 -0.29 0.11
N 1.76074 1.13300 -0.19092 -0.44 0.02 -0.09
C 0.51175 1.22836 -0.41642 0.19 0.13 -0.05
H -2.02279 1.00075 0.43033 0.10 -0.07 0.08
H -1.84580 -0.63254 1.08282 0.09 0.11 -0.02
H -0.90003 0.70722 1.82752 -0.07 -0.06 -0.12
H -0.11486 -0.45650 -2.13992 -0.12 0.00 0.03
H -1.06511 -1.56591 -1.17369 -0.06 0.22 -0.06
H 0.52899 -1.82268 0.73790 0.06 0.19 -0.04
H 2.95075 -0.52091 0.55873 -0.18 0.03 -0.03
H -0.01830 2.06444 -0.85568 0.06 -0.10 0.06
```
Positions in Å, forces in eV/Å.

Output
Kohn-Sham gap: 7.5 eV
HOMO level: -0.2651 Ha
lowest unoccupied orbital energy: 0.318 eV
2S+1: 1
relative energy (zero: lowest compared OMol25 entry of this formula, charge and spin): 100.8 kcal/mol

These are the natural (NBO) partial charges, in e, on atoms 1 to 2: number 1, C, carries -0.389; number 2, C, carries -0.671

# 2
An isolated molecule of C5H8N2 in a non-equilibrium geometry. Source: OMol25; level of theory: the ωB97M-V functional and the def2-TZVPD basis.

The geometry in XYZ format:
```
15
Properties=species:S:1:pos:R:3:forces:R:3
C -1.05773 0.28279 -2.22910 0.07 0.30 0.04
N -0.47028 0.55279 -0.87756 0.07 0.03 0.70
C 0.78004 1.76313 0.29181 -0.73 -0.66 -0.78
C 0.92307 0.77655 1.24004 0.07 -0.16 -0.07
C 0.38120 -0.47164 1.04001 0.01 0.07 -0.06
N 0.41129 -1.56406 1.93989 0.22 -0.19 0.16
C -0.30739 -0.54327 -0.17138 0.07 0.19 0.20
H -0.42934 0.58416 -3.07329 0.11 0.20 0.39
H -1.25130 -0.79815 -2.37174 0.24 0.45 0.28
H -2.03101 0.77430 -2.34046 0.27 0.16 0.16
H 0.43271 2.71787 0.74478 -0.31 -0.29 -1.11
H 1.50950 1.06928 2.11477 -0.22 -0.13 -0.02
H 0.98281 -1.33515 2.74279 -0.02 -0.15 0.01
H 0.80364 -2.38359 1.49242 0.03 -0.05 0.15
H -0.67194 -1.51061 -0.52977 0.10 0.24 -0.04
```
Positions in Å, forces in eV/Å.

Output
Kohn-Sham gap: 7.8 eV
HOMO level: -0.2617 Ha
lowest unoccupied orbital energy: 0.692 eV
2S+1: 1
relative energy (zero: lowest compared OMol25 entry of this formula, charge and spin): 99.0 kcal/mol

These are the natural (NBO) partial charges, in e, on atoms 1 to 2: number 1, C, carries -0.414; number 2, N, carries -0.391

# 3
An isolated molecule of C5H8N2. Source: OMol25; level of theory: the ωB97M-V functional and the def2-TZVPD basis.

The geometry in XYZ format:
```
15
Properties=species:S:1:pos:R:3:forces:R:3
C 1.92813 0.51910 1.28782 0.11 0.05 -0.01
C 0.69932 0.00138 0.60609 0.06 -0.17 -0.06
C 0.50217 -1.26563 0.12169 0.03 -0.08 0.15
N -0.68184 -1.27268 -0.57874 -0.04 0.18 -0.04
C -1.21814 -0.01854 -0.57810 0.22 -0.13 -0.04
N -2.32586 0.21749 -1.42021 0.03 0.22 -0.04
C -0.40358 0.79320 0.17356 -0.10 0.01 0.01
H 1.90336 1.61254 1.30702 -0.02 -0.14 0.22
H 2.07387 0.13274 2.30555 -0.08 0.16 -0.23
H 2.80170 0.25486 0.68732 0.07 -0.05 0.18
H 1.08582 -2.16726 0.22646 0.02 0.11 -0.01
H -1.09837 -2.05650 -1.05188 0.04 0.06 0.08
H -2.71876 1.13075 -1.22342 -0.07 -0.12 0.00
H -1.96951 0.24891 -2.37289 -0.30 0.03 0.00
H -0.55595 1.84210 0.39858 0.03 -0.13 -0.20
```
Positions in Å, forces in eV/Å.

Output
Kohn-Sham gap: 8.6 eV
structure (SMILES): Cc1c[nH]c(N)c1
HOMO level: -0.2771 Ha
lowest unoccupied orbital energy: 1.027 eV
2S+1: 1
relative energy (zero: lowest compared OMol25 entry of this formula, charge and spin): 5.3 kcal/mol

These are the natural (NBO) partial charges, in e, on atoms 1 to 2: number 1, C, carries -0.628; number 2, C, carries -0.073

# 4
An isolated molecule of C5H8N2. Source: OMol25; level of theory: the ωB97M-V functional and the def2-TZVPD basis.

The geometry in XYZ format:
```
15
Properties=species:S:1:pos:R:3:forces:R:3
C 1.55940 0.63523 -0.40152 0.26 -0.01 -0.02
N 0.23459 0.06743 -0.63038 -0.13 0.03 0.14
C -0.74458 1.02300 -0.92436 -0.11 0.12 0.04
C -1.80531 0.84312 -0.10057 -0.05 0.00 -0.11
C -1.52324 -0.29722 0.73168 0.04 -0.06 0.02
C -0.28645 -0.74771 0.37527 -0.10 0.16 0.01
N 0.42380 -1.87021 0.80695 0.05 0.08 0.01
H 2.28102 -0.14550 -0.15181 -0.06 0.09 -0.10
H 1.90327 1.16816 -1.29230 -0.06 -0.15 0.10
H 1.50456 1.34621 0.43585 0.14 -0.10 -0.14
H -0.56364 1.74495 -1.71103 -0.03 -0.06 0.22
H -2.71803 1.42392 -0.10713 0.08 -0.12 -0.02
H -2.17208 -0.73481 1.47784 0.03 -0.04 -0.19
H 1.25683 -2.07274 0.27550 -0.07 0.04 0.11
H 0.56021 -1.95634 1.80214 0.01 0.05 -0.06
```
Positions in Å, forces in eV/Å.

Output
Kohn-Sham gap: 8.5 eV
structure (SMILES): Cn1cccc1N
HOMO level: -0.2764 Ha
lowest unoccupied orbital energy: 0.989 eV
2S+1: 1
relative energy (zero: lowest compared OMol25 entry of this formula, charge and spin): 17.1 kcal/mol

These are the natural (NBO) partial charges, in e, on atoms 1 to 2: number 1, C, carries -0.401; number 2, N, carries -0.395